Record 1
Below is C7H8Cl3MnN6O6 as an isolated structure, with properties calculated with ωB97M-V with the def2-TZVPD basis set.

The geometry in XYZ format:
```
31
Properties=species:S:1:pos:R:3:forces:R:3
Mn -0.39469 0.28324 -0.12466 0.69 0.33 0.32
O -1.82113 -2.12722 -0.10400 -0.11 -0.18 -0.77
Cl -1.69005 -1.43268 -1.35284 -0.09 0.08 -0.31
O -2.28500 -2.07450 -2.45672 0.25 0.34 0.51
O -0.20889 -1.17241 -1.58697 -0.70 -0.28 0.31
O -2.17456 -0.02254 -1.16597 0.31 -0.99 0.44
N 1.62897 -1.33716 0.50724 0.07 0.09 0.05
N 2.75560 -0.63670 0.95005 0.05 -0.15 -0.05
C 2.75004 0.69106 0.98100 -0.35 0.07 -0.11
N 3.78028 1.36055 1.45408 0.06 0.04 0.05
N 1.60711 1.25229 0.46980 0.10 -0.28 0.06
N 1.42776 2.52299 0.53145 -0.52 0.20 -0.08
O 0.07343 2.85215 0.05028 0.55 0.04 0.94
O 2.12345 3.39681 0.92347 0.25 0.08 -0.16
H 1.36174 -2.02295 1.20311 -0.03 -0.04 0.02
H 1.81248 -1.78738 -0.38309 -0.03 -0.04 -0.03
H 3.59828 -1.13557 1.20084 0.01 -0.03 0.03
H 4.58331 0.88109 1.83178 -0.01 0.00 0.01
H 3.75908 2.36809 1.48860 0.00 0.05 -0.05
Cl -1.05147 -0.32023 2.34299 -0.03 0.18 -0.42
C -1.59428 1.30070 2.78134 -0.05 -0.19 0.32
C -2.25794 1.46717 3.97627 0.00 -0.07 0.01
C -2.66797 2.74487 4.32309 0.00 0.08 -0.01
C -2.41766 3.80533 3.46825 -0.02 -0.02 0.06
C -1.77302 3.60653 2.25592 -0.11 0.41 -0.02
Cl -1.57691 4.97890 1.21473 0.02 -0.16 0.03
C -1.34224 2.33711 1.88423 0.49 -0.45 -0.22
N -0.76096 1.92607 0.68237 -0.82 0.92 -0.87
H -2.44256 0.61932 4.62180 0.00 0.02 -0.02
H -3.18976 2.91236 5.25503 0.02 0.00 -0.01
H -2.74225 4.80578 3.71972 0.00 -0.02 0.00
```
Positions in Å, forces in eV/Å.

Output
* highest occupied orbital energy (alpha / beta): -11.282 / -11.531 eV
* charge: +1
* relative energy (zero: lowest compared OMol25 entry of this formula, charge and spin): 0.0 kcal/mol
* lowest unoccupied orbital energy (alpha / beta): -0.19841 / -0.19838 Eh
* E_tot: -3582.3420 Eh
* orbital gap (alpha / beta): 5.88 / 6.13 eV
* 2S+1: 2
* M: 433.5 g/mol

Okay, here come the Löwdin numbers, in e, for every atom: Mn 0.642; O -0.324; Cl 0.754; O -0.212; O -0.409; O -0.346; N 0.057; N 0.041; C -0.310; N 0.257; N 0.131; N -0.200; O -0.024; O 0.190; H 0.116; H 0.115; H 0.176; H 0.149; H 0.118; Cl 0.807; C -0.516; C -0.090; C -0.059; C -0.090; C -0.577; Cl 0.746; C -0.307; N -0.180; H 0.115; H 0.118; H 0.114

***

Record 2
Below is a 2-piece molecular cluster, C37H37BO3S overall, with properties calculated with ωB97M-V with the def2-TZVPD basis set.

The geometry in XYZ format:
```
79
Properties=species:S:1:pos:R:3:forces:R:3
C -4.42249 5.69749 0.01975 -0.23 0.33 0.03
C -3.96860 4.33929 0.39755 -0.06 -1.29 0.97
C -4.12163 3.67589 1.60953 0.36 -0.14 -1.04
C -3.42937 2.39489 1.65976 -0.17 1.15 -1.18
C -2.69319 2.14025 0.50827 -1.09 -0.07 -0.01
B -1.33703 1.12095 0.38148 -2.64 0.30 -0.49
C -1.98784 -0.25536 -0.22440 1.71 0.55 0.59
C -2.61956 -1.14327 0.64075 -1.05 -0.63 -0.55
C -3.64903 -1.95765 0.14593 0.28 0.10 0.17
C -3.95587 -1.93882 -1.21922 -0.01 -0.24 -0.06
C -3.13119 -1.23990 -2.10242 0.18 -0.02 -0.07
C -2.11751 -0.42063 -1.59647 -0.91 -0.59 -0.32
O -0.33245 1.77949 -0.43455 0.97 -0.13 0.19
C 0.37969 2.58978 0.49113 0.69 -0.62 1.00
C 1.81627 2.85666 0.06594 0.11 -0.17 -0.02
C -0.32034 3.91840 0.69872 -0.30 0.43 0.35
C 0.34509 1.69643 1.83659 -0.20 0.51 -0.70
C 1.32782 0.52756 1.80819 0.12 -0.18 -0.31
C 0.56873 2.55519 3.08374 -0.27 0.01 -0.22
O -0.95756 1.11618 1.77335 1.79 -0.19 0.97
S -3.10643 3.33629 -0.72067 0.31 -0.27 0.98
H -4.92164 6.14398 0.88643 -0.02 0.09 -0.25
H -3.58451 6.34665 -0.27185 -0.17 -0.15 0.10
H -5.11725 5.66086 -0.82353 -0.06 0.13 0.07
H -4.69933 4.09241 2.43410 0.17 -0.03 -0.13
H -3.48429 1.75210 2.53597 0.44 0.15 -0.19
H -2.37626 -1.16605 1.69804 -0.08 0.30 0.00
H -4.23350 -2.57671 0.83392 0.16 0.16 -0.25
H -4.82363 -2.48621 -1.59903 0.35 0.06 0.13
H -3.28553 -1.32525 -3.18349 -0.02 0.06 0.36
H -1.46644 0.11125 -2.28107 -0.12 0.33 0.03
H 2.36087 3.22891 0.94968 -0.04 -0.05 -0.35
H 2.30013 1.92680 -0.27551 -0.14 0.54 0.04
H 1.85325 3.63986 -0.70766 0.08 -0.38 0.09
H 0.23286 4.59559 1.36801 0.09 -0.20 -0.34
H -0.47225 4.39788 -0.27704 0.07 -0.07 0.28
H -1.29858 3.74724 1.16071 0.25 0.28 -0.12
H 2.39206 0.78595 1.71497 -0.18 0.15 0.09
H 1.19232 -0.05827 2.71985 -0.06 0.15 0.08
H 1.06730 -0.13240 0.97007 0.03 0.51 0.38
H 1.57140 3.01500 3.04549 -0.36 -0.06 0.00
H -0.20021 3.34213 3.12498 0.35 -0.33 0.21
H 0.52569 1.94540 3.99040 -0.11 0.02 -0.06
C 6.92794 0.23378 -1.23041 -0.78 0.23 -0.09
O 5.69623 0.70118 -1.86838 -0.34 -0.48 0.44
C 4.51748 0.15329 -1.46299 0.07 -0.03 0.33
C 3.32490 0.42182 -2.19019 0.54 0.22 -0.02
C 2.12592 -0.14907 -1.81653 0.39 -0.47 -0.46
C 2.11457 -1.18864 -0.86735 -0.45 0.08 0.20
C 0.91132 -1.96472 -0.64359 2.44 -1.52 -0.01
C 0.69173 -2.69829 0.59893 -0.71 -0.84 0.20
C -0.26858 -3.72705 0.33821 0.55 0.27 1.26
C -0.74630 -4.53741 1.35509 0.02 0.28 -0.67
C -0.18464 -4.41838 2.63589 0.37 0.41 0.15
C 0.84764 -3.50232 2.87664 -0.05 -0.20 -0.14
C 1.27726 -2.62756 1.87017 -0.15 0.07 -0.22
C -0.50313 -3.76101 -1.09737 -0.55 0.40 -1.42
C 0.20302 -2.67363 -1.70366 -1.52 -0.38 0.03
C 0.10383 -2.48381 -3.08651 0.16 0.34 0.40
C -0.64945 -3.38025 -3.83871 -0.08 -0.52 -0.19
C -1.26990 -4.49194 -3.24980 0.05 0.48 -0.05
C -1.23557 -4.66250 -1.86689 0.43 0.46 0.75
C 3.32668 -1.48706 -0.18445 -0.36 0.17 0.40
C 4.45508 -0.70695 -0.34259 0.13 -0.20 -0.74
H 7.72266 0.65842 -1.84058 -0.07 -0.01 0.17
H 6.99190 0.58592 -0.18595 -0.02 -0.02 -0.50
H 6.98274 -0.86315 -1.24448 -0.06 0.28 -0.10
H 3.36154 1.07979 -3.05522 0.07 0.10 0.33
H 1.17972 0.13154 -2.27722 0.31 0.15 0.05
H -1.54891 -5.23390 1.11538 0.26 -0.03 0.32
H -0.52671 -5.04415 3.46214 0.03 0.12 -0.33
H 1.34225 -3.46884 3.85259 -0.33 0.02 -0.36
H 2.06122 -1.90884 2.08047 -0.25 -0.07 0.04
H 0.57382 -1.61707 -3.55510 -0.13 -0.36 0.04
H -0.76211 -3.23222 -4.91252 0.14 0.00 0.28
H -1.81463 -5.21631 -3.85539 0.11 0.32 0.05
H -1.79211 -5.45299 -1.36745 0.18 0.00 -0.25
H 3.41774 -2.39060 0.42007 -0.29 0.46 0.11
H 5.32489 -0.85332 0.30135 -0.32 -0.20 -0.41
```
Positions in Å, forces in eV/Å.

Output
* highest occupied orbital energy: -6.272 eV
* charge: 0
* relative energy (zero: lowest compared OMol25 entry of this formula, charge and spin): 85.5 kcal/mol
* lowest unoccupied orbital energy: -0.11992 Eh
* E_tot: -2080.8181 Eh
* orbital gap: 3.01 eV
* 2S+1: 1
* M: 572.6 g/mol

Okay, here come the Löwdin numbers, in e, for every atom: C -0.133; C -0.618; C -0.140; C -0.140; C -0.355; B -0.887; C -0.092; C -0.049; C -0.088; C -0.108; C -0.094; C -0.069; O 0.039; C -0.481; C -0.007; C -0.046; C -0.453; C -0.016; C -0.006; O 0.039; S 1.034; H 0.074; H 0.071; H 0.068; H 0.094; H 0.103; H 0.115; H 0.097; H 0.095; H 0.100; H 0.108; H 0.088; H 0.056; H 0.094; H 0.093; H 0.088; H 0.060; H 0.091; H 0.085; H 0.060; H 0.086; H 0.087; H 0.083; C -0.040; O -0.064; C -0.234; C 0.024; C -0.005; C -0.158; C 0.069; C -0.094; C -0.100; C 0.012; C -0.032; C -0.043; C -0.001; C -0.090; C -0.095; C 0.007; C -0.058; C -0.042; C 0.009; C 0.007; C 0.004; H 0.094; H 0.100; H 0.096; H 0.132; H 0.128; H 0.121; H 0.114; H 0.114; H 0.097; H 0.118; H 0.111; H 0.113; H 0.119; H 0.126; H 0.113